Record 1
A 6-piece molecular cluster, C61H67N5O26 overall at a distorted geometry. Source: OMol25; level of theory: ωB97M-V/def2-TZVPD.

Geometry (Å):
C -8.744 1.188 -4.333
C -9.336 0.205 -3.190
C -8.316 -0.937 -2.707
C -6.938 -0.341 -2.053
C -6.195 -1.596 -1.368
C -4.761 -1.250 -0.704
C -3.629 -2.043 -1.534
C -2.297 -1.215 -1.838
C -2.282 0.164 -2.589
C -3.612 0.900 -3.112
C -4.076 0.239 -4.528
O -4.851 0.968 -5.233
N -3.589 -1.101 -4.988
C -4.736 -1.658 -5.786
C -2.377 -0.829 -5.860
C -0.931 0.877 -2.885
O -0.953 2.138 -3.632
C -0.877 3.163 -2.623
N -1.130 3.893 -1.682
C 0.491 0.298 -2.458
N 1.636 1.076 -2.858
C 2.800 0.368 -2.430
O 4.066 0.982 -2.796
C 4.259 0.510 -4.185
C 3.650 1.528 -5.285
N 2.324 1.121 -5.838
C 2.268 1.147 -7.328
C 0.682 1.089 -7.704
C -0.094 2.454 -7.314
O 0.446 0.841 -9.114
C 2.870 -0.974 -1.630
O 4.104 -1.580 -1.274
C 4.907 -0.764 -0.387
C 4.145 -0.083 0.848
C 4.293 1.536 0.723
C 5.384 2.102 1.806
N 1.688 -1.688 -1.260
C 0.474 -1.047 -1.692
C -0.898 -1.786 -1.380
C -0.786 -3.190 -0.578
C -1.044 -4.468 -1.527
O -0.389 -4.526 -2.612
H -7.629 1.405 -4.206
H -8.931 0.772 -5.396
H -9.316 2.194 -4.241
H -9.736 0.827 -2.302
H -10.232 -0.345 -3.687
H -8.769 -1.680 -1.954
H -7.972 -1.532 -3.632
H -7.155 0.460 -1.248
H -6.358 0.101 -2.954
H -6.170 -2.445 -2.136
H -6.893 -1.962 -0.515
H -4.782 -1.726 0.356
H -4.563 -0.136 -0.550
H -4.054 -2.374 -2.563
H -3.428 -3.027 -0.963
H -3.432 2.018 -3.367
H -4.477 0.893 -2.361
H -4.759 -1.235 -6.859
H -4.618 -2.807 -5.817
H -5.709 -1.440 -5.222
H -2.231 0.325 -5.847
H -1.447 -1.271 -5.362
H -2.532 -1.135 -6.949
H 3.726 -0.508 -4.364
H 5.365 0.320 -4.429
H 4.349 1.744 -6.165
H 3.484 2.533 -4.722
H 1.968 0.243 -5.438
H 2.718 0.151 -7.701
H 2.749 2.075 -7.793
H 0.141 0.239 -7.125
H -1.129 2.512 -7.837
H -0.333 2.526 -6.181
H 0.482 3.397 -7.666
H -0.531 0.874 -9.278
H 5.710 -1.472 0.066
H 5.523 0.003 -1.005
H 4.735 -0.357 1.811
H 3.074 -0.433 1.031
H 4.706 1.869 -0.303
H 3.310 2.098 0.879
H 6.077 2.868 1.277
H 4.867 2.540 2.730
H 6.095 1.266 2.174
H 0.174 -3.260 0.041
H -1.657 -3.182 0.190
H -1.832 -5.240 -1.205
O 0.257 -2.176 2.046
C 0.468 -2.821 3.060
C -0.298 -2.613 4.293
C -0.028 -3.328 5.391
O -0.731 -3.152 6.548
C 1.056 -4.352 5.402
O 1.289 -4.974 6.425
C 1.805 -4.575 4.160
C 1.534 -3.865 3.064
O 2.222 -4.064 1.903
H -1.076 -1.867 4.269
H -0.342 -3.783 7.190
H 2.577 -5.334 4.177
H 1.844 -3.430 1.262
O 1.802 0.451 12.542
C 1.525 -0.376 11.690
C 2.352 -1.563 11.449
C 2.024 -2.437 10.495
O 2.781 -3.547 10.261
C 0.817 -2.240 9.643
O 0.558 -3.050 8.768
C -0.023 -1.066 9.900
C 0.303 -0.193 10.856
O -0.470 0.901 11.107
H 3.226 -1.693 12.073
H 2.338 -4.015 9.525
H -0.905 -0.945 9.286
H -0.023 1.372 11.839
O 11.650 -1.356 -2.573
C 10.814 -0.774 -1.903
C 11.038 -0.427 -0.495
C 10.091 0.195 0.210
O 10.287 0.526 1.519
C 8.780 0.556 -0.399
O 7.930 1.108 0.281
C 8.565 0.231 -1.813
C 9.513 -0.388 -2.520
O 9.328 -0.694 -3.835
H 11.993 -0.697 -0.065
H 9.460 0.963 1.803
H 7.616 0.514 -2.248
H 10.153 -1.137 -4.117
O -2.837 -2.467 5.036
C -4.051 -2.393 5.116
C -4.879 -1.824 4.047
C -6.204 -1.746 4.182
O -6.986 -1.222 3.195
C -6.889 -2.227 5.416
O -8.100 -2.123 5.512
C -6.063 -2.818 6.475
C -4.737 -2.899 6.338
O -3.956 -3.447 7.311
H -4.369 -1.476 3.158
H -7.902 -1.276 3.533
H -6.574 -3.179 7.357
H -3.038 -3.386 6.974
O 3.655 6.783 0.292
C 2.515 7.173 0.480
C 2.218 8.419 1.196
C 0.956 8.803 1.397
O 0.666 9.960 2.059
C -0.192 7.987 0.910
O -1.333 8.360 1.128
C 0.105 6.754 0.173
C 1.367 6.371 -0.031
O 1.656 5.229 -0.716
H 3.060 9.001 1.547
H -0.310 10.012 2.075
H -0.737 6.179 -0.191
H 2.632 5.172 -0.727

LUMO level (Ha): -0.0685
Orbital gap (Ha): 0.2475
Spin multiplicity: 1
Molecular weight (g mol⁻¹): 1286.22
Calculated total energy (a.u.): -4594.0811
Total charge: 0

=====

Record 2
A 12-piece molecular cluster, C61H75BrF10N15O4 overall at a distorted geometry. Source: OMol25; level of theory: ωB97M-V/def2-TZVPD.

Geometry (Å):
C 6.378 -0.122 1.725
C 6.205 -1.593 2.094
C 5.864 -2.448 0.881
C 4.484 -2.172 0.317
O 3.554 -1.817 1.367
C 2.206 -2.066 1.140
C 1.680 -1.702 -0.241
C 0.412 -0.853 -0.293
C 0.663 0.649 -0.128
F 2.007 0.944 -0.200
N 1.597 -1.172 2.211
C 1.910 -1.811 3.360
N 2.071 -1.219 4.523
C 1.899 0.207 4.686
F 2.115 0.484 5.963
F 0.679 0.577 4.342
F 2.779 0.861 3.937
N 2.037 -3.146 3.175
C 1.561 -4.048 4.209
F 0.525 -3.535 4.876
F 1.178 -5.177 3.633
C 2.703 -4.360 5.279
F 3.118 -5.602 5.145
F 3.735 -3.530 5.108
F 2.232 -4.172 6.504
C 1.728 -3.412 1.760
C 2.336 -4.647 1.091
C 3.684 -5.050 1.616
O 4.254 -4.601 2.561
Br 4.500 -6.472 0.568
C 0.204 -3.514 1.464
O -0.190 -4.075 0.472
N -0.680 -2.951 2.416
C -2.028 -3.367 2.246
O -2.850 -2.844 1.539
F -2.290 -4.411 3.007
H 6.646 0.441 2.611
H 5.486 0.308 1.286
H 7.223 -0.033 1.054
H 7.171 -1.934 2.451
H 5.490 -1.720 2.899
H 6.037 -3.497 1.082
H 6.567 -2.173 0.100
H 4.138 -3.010 -0.278
H 4.558 -1.323 -0.355
H 2.440 -1.211 -0.830
H 1.450 -2.627 -0.761
H -0.356 -1.142 0.412
H -0.015 -1.020 -1.273
H 0.288 0.991 0.834
H 0.132 1.221 -0.877
H 2.125 -0.297 2.130
H 2.315 -1.734 5.357
H 1.697 -5.517 1.140
H 2.445 -4.429 0.037
H -0.651 -1.941 2.461
N -3.882 -7.557 5.411
C -5.010 -7.679 6.179
C -5.527 -6.426 6.370
C -4.679 -5.512 5.689
C -3.676 -6.240 5.105
H -3.299 -8.318 5.115
H -5.348 -8.644 6.521
H -6.415 -6.190 6.931
H -4.796 -4.443 5.633
H -2.842 -5.941 4.507
N -1.925 -2.038 -3.211
C -2.042 -2.840 -4.314
C -1.786 -2.077 -5.423
C -1.501 -0.762 -4.971
C -1.591 -0.767 -3.606
H -2.069 -2.338 -2.264
H -2.300 -3.880 -4.217
H -1.802 -2.422 -6.442
H -1.260 0.094 -5.575
H -1.450 0.023 -2.886
N 3.349 3.293 7.050
C 3.953 3.525 8.258
C 4.399 4.818 8.260
C 4.050 5.391 7.008
C 3.402 4.429 6.284
H 2.932 2.429 6.772
H 4.012 2.754 9.007
H 4.918 5.302 9.070
H 4.251 6.396 6.678
H 2.977 4.453 5.295
N -0.330 2.665 -6.660
C 0.193 2.911 -5.419
C 0.647 4.200 -5.401
C 0.384 4.754 -6.683
C -0.220 3.783 -7.437
H -0.733 1.797 -6.957
H 0.197 2.150 -4.657
H 1.113 4.694 -4.564
H 0.605 5.753 -7.012
H -0.580 3.794 -8.451
N 3.496 5.808 -7.995
C 4.361 6.869 -7.963
C 5.359 6.623 -8.867
C 5.083 5.365 -9.470
C 3.927 4.890 -8.913
H 2.670 5.715 -7.434
H 4.193 7.703 -7.304
H 6.193 7.271 -9.075
H 5.666 4.869 -10.227
H 3.376 3.982 -9.087
N -4.515 0.981 -3.606
C -5.183 1.437 -4.709
C -6.132 2.330 -4.288
C -6.027 2.420 -2.876
C -5.024 1.573 -2.484
H -3.765 0.313 -3.620
H -4.926 1.090 -5.695
H -6.819 2.865 -4.922
H -6.620 3.037 -2.224
H -4.628 1.349 -1.508
N -0.124 8.222 -8.066
C -0.784 8.713 -9.159
C -1.751 9.572 -8.710
C -1.668 9.601 -7.291
C -0.654 8.759 -6.924
H 0.637 7.571 -8.101
H -0.510 8.412 -10.155
H -2.441 10.120 -9.329
H -2.283 10.175 -6.618
H -0.265 8.498 -5.954
N -6.991 5.464 -0.216
C -7.350 6.626 0.413
C -6.207 7.236 0.853
C -5.115 6.408 0.475
C -5.631 5.324 -0.182
H -7.629 4.816 -0.638
H -8.383 6.919 0.488
H -6.157 8.172 1.382
H -4.070 6.589 0.658
H -5.147 4.474 -0.633
N 5.889 -9.195 5.914
C 6.011 -10.309 5.133
C 5.162 -10.171 4.069
C 4.503 -8.920 4.214
C 4.975 -8.341 5.362
H 6.394 -9.030 6.764
H 6.687 -11.102 5.399
H 5.027 -10.886 3.275
H 3.767 -8.499 3.547
H 4.743 -7.402 5.832
N -1.173 7.728 -0.120
C -1.351 6.871 -1.173
C -1.112 7.568 -2.326
C -0.773 8.898 -1.954
C -0.819 8.964 -0.588
H -1.288 7.489 0.847
H -1.635 5.845 -1.012
H -1.176 7.171 -3.325
H -0.527 9.711 -2.615
H -0.633 9.781 0.088
N -6.794 -8.539 3.493
C -6.745 -9.611 2.643
C -7.696 -9.425 1.676
C -8.344 -8.191 1.953
C -7.763 -7.670 3.079
H -6.209 -8.407 4.300
H -6.041 -10.411 2.799
H -7.906 -10.098 0.862
H -9.144 -7.739 1.391
H -7.955 -6.759 3.620

LUMO level (Ha): -0.1413
Relative energy (zero: lowest compared OMol25 entry of this formula, charge and spin) (kcal per mole): 0.00
Orbital gap (Ha): 0.1951
Spin multiplicity: 1
Molecular weight (g mol⁻¹): 1352.26
Calculated total energy (a.u.): -7064.0864
Total charge: +1

=====

Q: Look up the total charge of the second one.
A: +1

=====

Q: Among the records above, which one has the highest LUMO level?
A: C61H67N5O26

=====

Q: Which value of total charge does entry 1 give?
A: 0

=====

Q: The highest molecular weight belongs to which entry?
A: C61H75BrF10N15O4